Record 1
8
Properties=species:S:1:pos:R:3:forces:R:3:mulliken_charge:R:1 method="wB97M-V/def2-TZVPD" total_charge=-1 largest_force_ha_per_bohr=0.0817 homo_lumo_gap_ha=0.2688 homo_energy_ev=-3.345 multiplicity=1 e_above_lowest_kcal_mol=76.5
C 0.119964 0.072665 -0.259367 -0.1 0.3 -0.2 0.54
C 0.801807 -0.154585 -1.491306 -1.8 3.6 1.1 -0.86
N -0.598931 1.043660 0.569055 1.0 0.5 -2.4 -0.56
O -1.225343 0.580980 2.928487 0.5 -0.6 -0.6 -0.56
O -0.000479 -0.989130 0.555422 0.7 -2.1 0.7 -0.49
S -1.219844 -0.022255 1.573823 -0.4 0.7 -0.2 0.48
H 0.953412 0.614511 -2.377341 -0.5 -1.8 2.2 0.21
H 1.169414 -1.145846 -1.498773 0.5 -0.7 -0.5 0.24

=====

Record 2
116
Properties=species:S:1:pos:R:3:forces:R:3:mulliken_charge:R:1 method="wB97M-V/def2-TZVPD" largest_force_ha_per_bohr=0.0115 homo_lumo_gap_ha=0.2013 homo_energy_ev=-6.217 multiplicity=1 e_above_lowest_kcal_mol=0.0
Pb 0.311166 -0.148124 -0.531196 0.4 -0.2 -0.4 1.25
C 9.190623 -4.618089 0.662276 0.0 0.0 0.0 -0.85
O 8.265631 -4.418254 -0.389348 0.0 0.0 0.0 -0.47
C 7.114332 -3.754509 -0.093231 0.0 0.0 0.0 0.96
C 6.178407 -3.665607 -1.121852 0.0 0.0 0.0 -0.92
C 4.976853 -3.018842 -0.910480 0.0 0.0 0.0 0.09
C 4.678448 -2.434105 0.322892 0.0 0.0 0.0 -0.78
C 5.622584 -2.524329 1.333998 0.0 0.0 0.0 -0.36
C 6.836050 -3.179811 1.139832 0.0 0.0 0.0 -0.59
C 3.366096 -1.744024 0.515138 0.0 -0.1 0.0 1.20
C 2.238221 -2.577952 0.605734 0.0 0.0 0.0 0.29
C 2.287573 -4.012440 0.808135 0.0 0.1 0.0 -1.16
C 1.006597 -4.434794 0.933353 -0.1 0.0 0.0 -1.48
C 0.162342 -3.265609 0.787553 0.0 0.0 -0.1 0.45
N 0.941350 -2.176299 0.592382 0.0 0.0 0.3 0.00
C -1.244276 -3.264532 0.842880 0.0 0.0 0.0 1.27
C -2.063681 -2.128690 0.789606 0.0 -0.1 -0.1 0.16
C -3.509059 -2.133616 0.884368 0.0 0.0 0.0 -1.20
C -3.922528 -0.852968 0.723129 0.0 -0.1 -0.1 -1.43
C -2.734153 -0.043956 0.551646 0.0 0.1 0.0 -0.26
C -2.738298 1.360400 0.457517 0.0 0.0 -0.1 1.82
C -4.029245 1.987440 0.040194 0.1 0.0 0.0 -0.72
C -4.489859 1.717339 -1.246323 0.0 0.1 0.1 -0.42
C -5.652605 2.293919 -1.745061 0.0 0.0 0.0 -0.65
C -6.386076 3.157653 -0.939440 0.0 -0.1 -0.1 0.95
O -7.535332 3.777848 -1.322462 0.0 0.0 0.0 -0.47
C -8.027777 3.496290 -2.617676 0.0 0.0 0.0 -0.84
C -5.948530 3.425331 0.353716 0.0 0.0 0.1 -0.91
C -4.786632 2.849477 0.832020 0.0 0.0 0.1 -0.03
C -1.618489 2.195915 0.663052 0.0 0.0 -0.1 0.13
N -0.323814 1.789972 0.652996 -0.1 -0.1 0.3 0.06
C 0.467124 2.861451 0.939218 0.1 0.0 -0.1 0.11
C 1.871953 2.872412 0.978982 -0.1 0.0 0.0 1.30
C 2.533260 4.203389 1.107692 0.0 0.0 0.0 -0.18
C 2.321465 5.195309 0.157436 0.1 0.0 0.0 -0.41
C 2.979827 6.419883 0.215449 0.0 0.0 0.0 -0.77
C 3.871481 6.669667 1.251177 -0.1 0.0 0.0 0.89
O 4.583479 7.819772 1.392623 0.0 0.0 0.0 -0.47
C 4.477011 8.783732 0.362865 0.0 0.0 0.0 -0.83
C 4.067191 5.702486 2.233860 0.0 0.0 0.1 -0.91
C 3.410157 4.491046 2.157513 -0.1 0.0 0.0 -0.28
C 2.711589 1.739565 0.877499 0.0 0.0 -0.1 0.10
C 4.161297 1.755366 0.887876 0.0 0.1 0.0 -1.20
C 4.572783 0.474124 0.730319 0.0 -0.1 0.0 -1.30
C 3.382292 -0.341623 0.632661 0.0 0.1 0.0 0.07
N 2.289452 0.462449 0.706253 -0.1 0.0 0.4 -0.37
C -0.383210 4.010212 1.169002 0.0 0.0 0.0 -1.53
C -1.662075 3.609121 0.967623 0.0 0.0 0.0 -1.21
N -1.642852 -0.848734 0.589359 0.0 0.1 0.3 -0.15
C -1.916909 -4.592544 0.961621 0.0 0.0 0.0 -1.17
C -2.460320 -5.028727 2.159727 0.0 0.0 0.0 -0.21
C -3.072642 -6.273933 2.271790 0.0 0.0 0.0 -0.66
C -3.150225 -7.103679 1.160770 0.0 0.1 0.0 1.01
O -3.724171 -8.337330 1.161813 0.0 0.0 0.0 -0.46
C -4.195921 -8.834137 2.399183 0.0 0.0 0.0 -0.86
C -2.614263 -6.677425 -0.053331 0.0 0.0 0.0 -0.91
C -2.002750 -5.442398 -0.143500 0.0 0.0 0.0 0.05
H 9.992856 -5.222790 0.249582 0.0 0.0 0.0 0.24
H 8.731838 -5.150175 1.499415 0.0 0.0 0.0 0.35
H 9.601428 -3.670517 1.019995 0.0 0.0 0.0 0.33
H 6.416707 -4.111659 -2.078930 0.0 0.0 0.0 0.41
H 4.249511 -2.958200 -1.711270 0.0 0.0 0.0 0.50
H 5.405357 -2.083057 2.299663 0.0 0.0 0.0 0.47
H 7.544088 -3.231271 1.954205 0.0 0.0 0.0 0.39
H 3.190176 -4.597346 0.891205 0.0 0.0 0.0 0.51
H 0.654678 -5.436323 1.126047 0.0 0.0 0.0 0.48
H -4.118104 -3.001438 1.082233 0.0 0.0 0.0 0.53
H -4.933185 -0.477422 0.758699 0.0 0.0 0.0 0.53
H -3.911860 1.049771 -1.875795 0.0 0.0 0.0 0.52
H -5.962779 2.066536 -2.754780 0.0 0.0 0.0 0.41
H -8.962122 4.042105 -2.712551 0.0 0.0 0.0 0.24
H -8.220329 2.428614 -2.748792 0.0 0.0 0.0 0.33
H -7.333180 3.835177 -3.390763 0.0 0.0 0.0 0.33
H -6.540398 4.087384 0.972831 0.0 0.0 0.0 0.41
H -4.475176 3.058129 1.848737 0.0 0.0 0.0 0.63
H 1.626540 5.010592 -0.653384 0.0 0.0 0.0 0.47
H 2.787321 7.158370 -0.549361 0.0 0.0 0.0 0.39
H 5.155948 9.588205 0.629672 0.0 0.0 0.0 0.25
H 3.461772 9.181899 0.288748 0.0 0.0 0.0 0.32
H 4.770031 8.365090 -0.603218 0.0 0.0 0.0 0.34
H 4.740507 5.923553 3.052150 0.0 0.0 0.0 0.42
H 3.565291 3.749821 2.932026 0.0 0.0 0.0 0.58
H 4.786526 2.628029 0.983488 0.0 0.0 0.0 0.54
H 5.588331 0.114027 0.695417 0.0 0.0 0.0 0.49
H -0.043752 4.985733 1.478160 0.0 0.0 0.0 0.60
H -2.554707 4.202172 1.078642 0.0 0.0 -0.1 0.58
H -2.401891 -4.386395 3.030732 0.0 0.0 0.0 0.46
H -3.476161 -6.580783 3.225778 0.0 0.0 0.0 0.39
H -4.569842 -9.834772 2.202126 0.0 0.0 0.0 0.25
H -5.008977 -8.220161 2.795531 0.0 0.0 0.0 0.33
H -3.392683 -8.888447 3.138713 0.0 0.0 0.0 0.35
H -2.684882 -7.333950 -0.911163 0.0 0.0 0.0 0.42
H -1.571579 -5.130734 -1.088620 0.0 0.0 0.0 0.50
S -1.514073 0.922405 -8.805104 0.0 0.0 -0.1 0.13
N -1.919280 -0.269440 -7.794907 0.0 0.0 0.0 -0.68
C -1.434436 0.053675 -6.609265 0.1 0.1 0.1 1.05
C -1.572053 -0.726589 -5.393395 0.0 0.0 0.0 0.44
C -2.249363 -1.946803 -5.365835 0.0 0.0 -0.1 -0.71
C -2.362660 -2.623141 -4.176118 0.0 0.0 0.0 -0.99
C -1.793174 -2.051239 -3.038781 0.0 0.1 0.1 -0.20
N -1.139379 -0.903768 -3.050951 0.0 0.3 -0.2 0.31
C -1.012972 -0.231246 -4.206020 -0.1 -0.1 0.0 -0.88
C -0.263825 1.054365 -4.206481 0.1 0.1 0.0 -0.61
N 0.295961 1.471712 -3.061465 -0.3 -0.1 -0.2 0.38
C 0.968928 2.606796 -3.045310 0.0 0.0 0.0 -0.15
C 1.132603 3.418347 -4.167505 0.0 0.0 0.0 -0.92
C 0.570399 3.005792 -5.350801 0.0 0.0 -0.1 -0.72
C -0.138167 1.803734 -5.385471 0.0 0.0 0.0 0.47
C -0.741536 1.295810 -6.603537 0.0 -0.1 0.1 1.04
N -0.716399 1.886170 -7.785077 0.0 0.0 0.0 -0.68
H -2.674879 -2.327228 -6.285821 0.0 0.0 0.0 0.52
H -2.883187 -3.568863 -4.112905 0.0 0.0 0.0 0.50
H -1.875010 -2.538669 -2.069744 0.0 0.0 0.0 0.34
H 1.407783 2.882651 -2.088718 0.0 0.0 0.0 0.33
H 1.691357 4.341757 -4.101019 0.0 0.0 0.0 0.49
H 0.661606 3.583609 -6.261749 0.0 0.0 0.0 0.52

=====

Record 3
34
Properties=species:S:1:pos:R:3:forces:R:3:mulliken_charge:R:1 method="wB97M-V/def2-TZVPD" total_charge=+1 largest_force_ha_per_bohr=0.0858 homo_lumo_gap_ha="0.2635 / 0.1738" homo_energy_ev="-10.230 / -10.417" multiplicity=1 e_above_lowest_kcal_mol=183.6
C -3.627858 -1.344146 -0.254917 -0.8 -2.2 -0.4 -0.09
C -3.915791 0.907286 0.413308 0.1 1.0 2.0 -0.21
C -3.121744 -1.018878 -1.487054 0.5 -2.0 -0.3 -0.62
C -3.443566 1.330387 -0.793849 -0.2 -0.1 -1.5 -0.64
C -4.069736 -0.434898 0.685824 1.3 -0.4 -1.2 0.50
C -3.131399 0.296334 -1.630013 1.1 2.8 -2.6 -0.29
C 2.986450 -0.075725 0.949942 2.7 -0.9 -0.1 -0.83
C 1.810444 0.174854 -1.240127 -2.0 -0.3 0.0 -0.81
C 2.331220 1.137597 1.417534 -0.8 -0.4 4.3 -0.57
C 0.874878 1.368141 -0.830728 2.0 -1.0 2.3 -0.85
C 3.947972 -0.987057 -1.023432 0.4 0.8 -2.1 -0.94
N 0.261826 -0.505421 0.910614 -1.8 0.9 1.8 -0.48
N -4.437929 -1.001017 1.867667 -0.2 -0.9 1.1 -0.62
N 3.092952 0.045379 -0.507430 1.3 3.3 -0.7 -0.03
P 0.590211 1.064739 1.001996 -0.6 -0.7 -3.0 0.11
H -3.788052 -2.416655 -0.111736 0.1 0.2 0.6 0.36
H -3.925415 1.635762 1.219805 -0.8 0.0 0.1 0.33
H -2.744750 -1.849494 -2.165480 -0.6 1.5 0.7 0.38
H -3.444885 2.387544 -1.097914 0.3 -0.6 0.2 0.42
H 4.069204 -0.134064 1.366213 -1.8 -0.2 -0.7 0.38
H 2.440761 -1.000529 1.050220 -0.1 -0.2 0.9 0.57
H 1.253638 -0.787221 -1.049904 0.6 1.0 -0.7 0.43
H 2.116600 0.349094 -2.248703 0.0 -0.4 -0.9 0.48
H 2.150428 0.913535 2.537047 1.1 0.9 -1.1 0.30
H 2.984592 1.980376 1.235496 -0.4 0.6 0.3 0.46
H 1.393798 2.280054 -0.958665 0.7 1.2 -0.2 0.45
H -0.028391 1.454395 -1.334919 -1.6 -0.5 -1.3 0.53
H 3.567247 -1.838216 -0.620080 -0.7 -3.0 0.8 0.43
H 3.966575 -1.008692 -2.111724 -0.3 0.0 0.1 0.33
H 4.924869 -0.798305 -0.690253 1.3 0.0 0.6 0.42
H -0.495785 -0.877462 1.501773 0.7 -0.3 -0.4 0.22
H -3.834596 -1.798419 2.033982 -0.5 0.0 0.3 0.26
H -4.385261 -0.384869 2.635885 -0.2 0.7 1.0 0.23
H 3.631482 0.935575 -0.670381 -0.8 -0.7 0.1 0.39